# C22H42NP3SW

A structure of composition C22H42NP3SW at a distorted geometry (ωB97M-V with the def2-TZVPD basis set, the Open Molecules 2025 dataset).

* calculated total energy: -2405.9411 hartree
* 2S+1: 3
* energy above the lowest of the compared OMol25 structures with the same formula, charge and spin: 1.363 eV
* HOMO (spin up / spin down): -20.2541 / -20.2683 eV
* net charge: +4
* LUMO (spin up / spin down): -15.8 / -15.1 eV
* orbital gap (spin up / spin down): 4.481 / 5.164 eV

Structure (XYZ):
```
70
Properties=species:S:1:pos:R:3:forces:R:3
W 0.323658 -0.089118 -0.652166 0.818 -5.852 -1.056
P 2.020858 1.174830 0.122767 3.788 3.962 2.165
P -1.229988 -0.027015 1.298354 -1.677 0.144 2.709
P -0.897373 1.605306 -1.651338 -2.314 3.763 -0.859
H 0.980278 -1.972798 -5.031991 -0.029 0.378 0.250
C 0.971179 -0.893740 -4.847326 2.243 -0.133 -1.023
C 2.346840 -0.243262 -5.082110 0.842 1.099 0.480
H 3.164936 -0.935111 -5.417823 -1.131 0.297 -0.010
C 3.568064 0.405799 0.740402 -0.020 -1.062 -0.196
C 1.722844 2.288271 1.562538 -0.710 -0.028 0.304
C 2.680910 2.413697 -1.071734 -0.200 -0.056 -0.834
C -2.774166 -0.997695 1.119662 0.144 -0.272 -0.673
C -0.592256 -0.737529 2.892847 0.588 -0.175 -0.392
C -1.949420 1.520096 1.975016 0.287 0.253 -0.389
C -0.257571 1.966237 -3.322477 0.418 -0.420 -0.258
C -0.922867 3.284431 -0.893731 0.060 0.071 0.328
C -2.647804 1.221690 -1.879832 -0.423 -0.431 -0.113
H 0.059094 -0.485592 -5.362243 0.637 0.210 1.418
H 2.246889 0.603544 -5.812103 0.385 -0.643 0.826
H 3.894780 -0.387105 0.057690 0.171 0.138 0.130
H 3.389821 -0.032073 1.734624 0.074 0.201 -0.258
H 4.371184 1.156718 0.820352 -0.489 -0.073 -0.113
H 1.392404 1.708877 2.436522 0.126 0.170 -0.195
H 0.967261 3.056716 1.346039 0.233 -0.228 0.013
H 2.669453 2.794531 1.828792 -0.302 -0.313 -0.300
H 2.948334 1.933876 -2.024120 0.115 0.119 0.231
H 3.584109 2.891488 -0.648252 -0.412 -0.351 -0.025
H 1.952842 3.206469 -1.298967 0.246 -0.307 0.196
H -3.424089 -0.760341 1.977071 0.278 -0.108 -0.280
H -2.560490 -2.071147 1.084188 -0.131 0.228 0.207
H -3.285568 -0.737832 0.189178 -0.136 -0.017 0.174
H -1.378682 -0.566638 3.657402 0.494 -0.083 -0.462
H 0.350349 -0.244856 3.187680 -0.462 -0.167 0.062
H -0.396724 -1.818583 2.786918 -0.156 0.441 0.072
H -2.506036 1.234787 2.878326 0.120 0.071 -0.284
H -2.635648 1.982756 1.261857 0.002 -0.012 0.173
H -1.170957 2.233453 2.254896 -0.120 -0.022 0.015
H -0.916983 2.727698 -3.754546 0.005 -0.080 0.085
H -0.257567 1.055844 -3.939716 -0.103 0.559 0.233
H 0.758927 2.379958 -3.271586 -0.242 -0.146 -0.038
H -1.588908 3.911446 -1.512974 0.266 -0.231 0.176
H 0.075327 3.747423 -0.857481 -0.423 -0.193 -0.170
H -1.315491 3.271334 0.132966 0.053 -0.048 -0.421
H -3.086685 2.001542 -2.523861 0.130 -0.228 0.202
H -3.194640 1.196784 -0.924489 0.230 0.096 -0.345
H -2.758898 0.247967 -2.378293 -0.099 0.231 0.075
C 0.430892 -2.561658 -2.953598 -1.029 -1.084 -0.193
C -0.878905 -2.445873 -3.458278 -0.145 -0.513 0.163
C -1.567395 -3.611320 -3.811074 -0.628 -0.042 0.184
C -0.983380 -4.874377 -3.659197 0.276 0.366 0.453
C 0.339348 -4.942205 -3.212438 -0.353 -0.255 -0.019
C 1.079078 -3.797429 -2.943496 0.100 0.915 0.388
S 1.308374 -1.032994 -2.748567 -1.409 -0.492 -0.558
H 2.732139 0.067652 -4.031794 -0.209 0.391 -2.570
H -1.278297 -1.457863 -3.722049 -0.139 -0.461 0.447
H -2.611523 -3.562410 -4.145665 0.541 0.153 -0.082
H -1.546636 -5.789562 -3.866531 0.222 0.408 0.000
H 0.788694 -5.902934 -3.022562 0.218 -0.199 -0.353
H 2.153841 -3.814061 -2.780550 -0.168 -0.327 0.348
C 0.788734 -4.738974 1.167535 -0.029 0.248 0.234
C 1.798620 -3.810318 1.390238 0.450 1.057 -0.264
C 1.674498 -2.517065 0.867424 -0.207 -0.081 0.474
N 0.554046 -2.108286 0.191685 0.411 -0.187 0.003
C -0.409087 -3.036986 -0.033056 0.175 0.032 0.066
C -0.333830 -4.327909 0.464732 -0.506 0.530 -0.367
H 0.857615 -5.742761 1.565729 0.005 -0.034 0.040
H 2.679420 -4.030424 1.996347 -0.199 -0.105 -0.334
H 2.456487 -1.762608 1.015905 -0.425 -0.507 0.038
H -1.214589 -2.694784 -0.675291 -0.223 -0.291 0.230
H -1.197375 -4.960885 0.326621 0.096 -0.276 -0.156
```
Forces are in eV/Å.

***

# C22H43BN7S6Y

A structure of composition C22H43BN7S6Y (ωB97M-V with the def2-TZVPD basis set, the Open Molecules 2025 dataset).

* calculated total energy: -3699.4898 hartree
* HOMO: -13.0300 eV
* net charge: +2
* LUMO: -4.2 eV
* orbital gap: 8.809 eV

Structure (XYZ):
```
80
Properties=species:S:1:pos:R:3:forces:R:3
Y 0.052543 0.034794 -0.687035 -0.044 0.134 0.193
C 3.358140 1.964034 -2.574840 -0.009 0.012 0.045
C 3.574997 2.261805 -1.100268 0.025 -0.009 -0.013
S 1.974641 2.442620 -0.250645 -0.030 -0.009 0.000
C 2.457920 2.171099 1.480741 0.024 -0.008 -0.026
C 2.934461 0.753354 1.860900 -0.024 -0.041 -0.006
S 2.694541 -0.386761 0.478004 -0.017 0.006 0.000
C 2.889259 -2.022570 1.212821 0.015 -0.009 -0.056
C 3.032957 -3.057660 0.080093 -0.001 0.013 0.025
S 2.402441 -2.564130 -1.557036 0.007 -0.022 0.008
C 3.890242 -1.768716 -2.231424 -0.002 0.013 -0.016
C 3.510642 -0.832939 -3.361852 0.013 0.017 0.042
S 2.345215 0.499436 -2.944780 -0.032 0.002 -0.002
H 4.313215 1.846498 -3.086398 0.003 0.000 0.003
H 2.845285 2.799814 -3.053451 0.016 -0.005 -0.023
H 4.119414 3.201242 -0.998064 0.003 -0.002 -0.006
H 4.145577 1.468278 -0.623203 0.006 0.009 -0.002
H 1.552649 2.427947 2.026021 0.025 0.010 0.021
H 3.219309 2.909108 1.726550 -0.011 0.019 -0.014
H 2.375294 0.389806 2.722456 0.010 -0.009 0.000
H 3.994438 0.755477 2.109130 -0.005 0.014 0.024
H 2.022562 -2.229411 1.835872 -0.006 -0.006 -0.001
H 3.785630 -2.020465 1.832450 -0.006 0.008 0.003
H 2.493044 -3.964252 0.342661 0.009 -0.001 0.005
H 4.077005 -3.325815 -0.072724 -0.002 -0.015 0.012
H 4.558246 -2.539101 -2.619016 -0.006 -0.006 0.006
H 4.397610 -1.233323 -1.431326 -0.003 0.013 -0.009
H 3.017993 -1.385970 -4.163002 0.014 0.002 -0.015
H 4.395276 -0.366673 -3.795714 -0.005 -0.006 -0.014
C -0.659852 0.847349 -3.966656 0.038 -0.008 0.033
C -0.511425 2.134855 -3.145992 -0.015 -0.028 0.029
N -1.139154 1.989455 -1.820974 0.014 -0.029 -0.002
C -2.619326 1.908217 -1.942304 0.015 -0.019 -0.004
C -3.253814 0.905524 -0.987654 0.035 -0.034 0.004
N -2.448181 -0.327021 -0.841046 -0.051 -0.024 0.011
C -2.726964 -1.357220 -1.860141 0.004 0.009 -0.006
C -2.121309 -1.004701 -3.209282 0.019 -0.003 0.007
N -0.762854 -0.380280 -3.114418 -0.038 -0.010 -0.041
H 0.197374 0.760440 -4.629115 -0.009 0.012 -0.011
H -1.539307 0.908341 -4.605490 -0.002 -0.010 -0.008
H -0.941839 2.969154 -3.707840 0.015 0.008 0.000
H 0.540496 2.368903 -2.982530 0.000 0.019 -0.023
H -0.904426 2.808837 -1.266564 -0.002 0.024 -0.033
H -2.851087 1.640907 -2.970922 -0.008 0.013 -0.005
H -3.067560 2.889582 -1.778033 0.001 0.000 0.004
H -4.261409 0.669283 -1.344042 -0.003 0.000 0.009
H -3.342077 1.346346 0.000432 -0.013 0.015 -0.002
H -2.694948 -0.725681 0.061284 0.024 0.001 -0.001
H -3.804715 -1.503197 -1.989300 -0.001 -0.001 -0.004
H -2.295659 -2.287676 -1.500628 -0.001 0.008 0.010
H -2.775842 -0.317144 -3.739692 -0.009 -0.001 -0.004
H -2.074052 -1.909044 -3.817294 -0.003 0.005 -0.004
H -0.102579 -1.054751 -3.487280 -0.006 -0.001 -0.014
C -2.926976 -4.355509 0.660933 -0.002 -0.033 -0.016
N -2.534511 -3.272746 1.552854 0.024 0.031 0.006
C -3.190847 -2.917982 2.712852 -0.017 0.030 0.039
C -2.477697 -1.916689 3.274422 -0.024 -0.047 -0.022
N -1.390367 -1.659990 2.464984 0.024 0.053 0.049
B -0.163132 -0.762717 2.835432 -0.039 0.016 -0.025
N -0.638809 0.537956 3.508718 0.026 -0.006 -0.013
C -0.731144 0.774708 4.867648 -0.025 0.040 0.024
C -1.151440 2.046049 5.041828 0.019 -0.045 0.043
N -1.305132 2.591395 3.782826 -0.004 0.010 -0.048
C -1.742028 3.947973 3.488979 -0.032 0.032 -0.010
C -0.989912 1.659380 2.864157 0.046 -0.053 -0.038
S -1.048064 1.932804 1.166168 0.016 0.003 -0.025
C -1.438794 -2.493977 1.419248 -0.012 -0.045 -0.065
S -0.300869 -2.615613 0.121950 0.007 -0.041 -0.033
H -3.645625 -4.982132 1.181290 0.005 -0.002 0.000
H -2.053932 -4.947401 0.398702 -0.001 0.005 -0.001
H -3.384813 -3.967684 -0.247241 0.001 0.007 0.004
H -4.090455 -3.413807 3.031216 -0.003 0.004 0.004
H -2.649269 -1.374281 4.187029 -0.002 0.001 0.004
H 0.395688 -0.460587 1.807891 0.010 -0.010 -0.039
H 0.569167 -1.354724 3.585276 -0.005 -0.004 0.012
H -0.475973 0.018272 5.588140 0.003 0.001 0.007
H -1.348276 2.614057 5.933239 0.003 -0.003 0.007
H -1.881563 4.474875 4.428168 0.001 -0.006 0.002
H -2.681925 3.927155 2.940854 0.003 0.003 0.003
H -0.993300 4.463233 2.890978 0.008 -0.013 0.002
```
Forces are in eV/Å.

***

# C22H43N3O4

A cluster of 3 separate species, C22H43N3O4 in total at a distorted geometry (ωB97M-V with the def2-TZVPD basis set, the Open Molecules 2025 dataset).

* calculated total energy: -1329.1295 hartree
* 2S+1: 3
* HOMO (spin up / spin down): -8.1828 / -9.2751 eV
* net charge: 0
* LUMO (spin up / spin down): 0.5 / 0.5 eV
* orbital gap (spin up / spin down): 8.729 / 9.765 eV

Structure (XYZ):
```
72
Properties=species:S:1:pos:R:3:forces:R:3
N -2.699662 -6.795623 -5.343382 0.075 -0.055 0.083
C -2.827586 -5.857640 -4.509158 0.056 -0.248 -0.203
C -1.931194 -5.757163 -3.307863 -0.292 0.241 -0.031
C -2.421104 -4.740248 -2.277919 -0.109 -0.001 0.129
O -1.560748 -3.593008 -2.126241 0.162 -0.358 -0.594
C -1.511543 -2.863664 -3.276906 -0.814 1.309 -0.021
O -2.393183 -2.127848 -3.645333 0.721 -0.947 0.299
H -3.376338 -6.684764 -6.090757 -0.082 -0.084 -0.184
H -3.582235 -5.083933 -4.636587 -0.129 0.285 0.077
H -0.940236 -5.511111 -3.671438 0.314 0.103 0.078
H -1.849844 -6.734370 -2.852041 0.046 -0.298 0.044
H -3.407949 -4.372782 -2.538679 -0.282 0.035 -0.058
H -2.492664 -5.199408 -1.304643 0.122 0.065 0.339
H -0.563415 -2.948916 -3.814731 0.206 -0.043 0.013
C 3.716664 -0.672725 0.271233 -0.118 0.040 0.071
C 3.501877 -2.124231 0.772727 0.548 0.771 -0.307
C 3.172724 -3.061449 -0.394608 -0.276 -0.262 -0.136
C 1.739557 -2.947316 -0.915684 0.033 0.071 0.057
C 0.731914 -3.036692 0.227678 0.196 -0.277 -0.219
C 1.010057 -2.019681 1.329866 -0.565 0.808 -0.077
N 2.417695 -2.169974 1.797953 -0.114 -1.305 -0.231
O 2.548402 -3.165324 2.603966 0.051 0.360 0.213
C 0.735899 -0.599883 0.812573 0.110 0.087 -0.087
C 0.067647 -2.242931 2.503543 0.009 -0.201 0.216
C 4.804309 -2.584671 1.413856 0.068 -0.141 0.199
H 3.289786 0.054223 0.960118 0.012 -0.020 0.018
H 4.778173 -0.442320 0.199591 0.062 -0.136 -0.040
H 3.285076 -0.499741 -0.715268 -0.045 -0.005 0.031
H 3.342954 -4.094491 -0.076658 -0.017 0.028 0.109
H 3.879407 -2.863872 -1.203186 0.076 0.016 0.019
H 1.606635 -2.014758 -1.473024 -0.002 0.022 0.042
H 1.550575 -3.754346 -1.626705 0.008 0.006 -0.027
H -0.277869 -2.890146 -0.151408 -0.077 0.064 0.028
H 0.763228 -4.046333 0.650138 0.068 0.046 0.109
H 0.985476 0.145379 1.568762 0.015 -0.013 0.039
H -0.324649 -0.495945 0.582021 -0.059 -0.101 0.060
H 1.275082 -0.348759 -0.097181 0.000 -0.021 0.044
H 0.119188 -3.260985 2.882908 0.084 0.020 -0.003
H -0.955693 -2.054465 2.180287 -0.020 0.052 -0.076
H 0.298382 -1.560711 3.322523 0.028 0.001 0.003
H 5.044438 -1.979326 2.288686 -0.012 0.011 0.002
H 5.608907 -2.473306 0.688131 0.007 0.053 -0.075
H 4.767612 -3.628197 1.718062 -0.077 0.048 0.054
C -0.883678 4.432188 -1.196621 -0.013 0.132 0.071
C -0.375854 3.751569 0.100448 -0.087 0.104 -1.019
C -1.382411 2.708249 0.596454 -0.212 -0.108 0.337
C -2.610993 3.292830 1.293232 0.065 0.077 -0.042
C -2.201248 4.293465 2.372532 -0.074 -0.391 -0.022
C -1.288854 5.393387 1.834816 -0.471 0.813 -0.193
N -0.114006 4.769468 1.160094 -0.064 -0.996 0.896
O 0.767588 4.371402 2.009961 0.158 0.330 -0.220
C -2.070433 6.310945 0.881164 0.021 -0.068 -0.131
C -0.793309 6.270250 2.975554 0.188 -0.036 0.199
C 0.929522 3.044799 -0.235061 0.296 -0.087 0.101
H -0.653255 5.496014 -1.204039 0.026 -0.010 0.017
H -0.397403 4.005401 -2.072109 0.018 -0.148 0.041
H -1.958204 4.315968 -1.340074 -0.001 0.034 0.047
H -0.876939 2.034512 1.295208 0.073 0.082 0.024
H -1.693001 2.098424 -0.254616 0.055 -0.021 -0.054
H -3.279206 3.762756 0.566556 0.026 0.038 -0.003
H -3.182631 2.482412 1.748740 -0.023 -0.012 -0.024
H -3.084444 4.752025 2.821158 -0.012 0.069 -0.005
H -1.683966 3.759105 3.175185 0.105 0.047 -0.030
H -1.413198 7.064474 0.446903 0.033 0.012 0.006
H -2.848154 6.829864 1.440535 0.023 -0.004 0.108
H -2.566121 5.786517 0.068980 0.029 -0.011 0.033
H -0.304156 5.691053 3.755147 0.036 -0.029 -0.069
H -1.640806 6.788906 3.422221 -0.081 0.016 -0.045
H -0.088336 7.018620 2.612295 0.019 -0.011 -0.018
H 1.698399 3.757228 -0.537394 -0.017 0.027 0.012
H 0.758020 2.358242 -1.063846 -0.100 0.008 -0.068
H 1.311323 2.463376 0.601354 -0.002 0.117 0.044
```
Forces are in eV/Å.